{"formula": "C2H8N2", "method": "ωB97M-V/def2-TZVPD", "charge": -1, "largest_force_ha_per_bohr": 0.0298, "orbital_gap_ev": [3.34, 9.86], "e_above_lowest_ev": 0.000, "multiplicity": 2, "homo_energy_ha": [0.04747, -0.19562], "species": ["N", "N", "C", "C", "H", "H", "H", "H", "H", "H", "H", "H"], "positions_angstrom": [[0.176, 0.703, -2.042], [0.064, 1.290, 0.229], [-0.312, 0.563, -0.871], [0.162, -2.084, 1.996], [-0.257, -2.778, 2.756], [0.743, 2.070, 0.242], [-0.382, -1.108, 1.960], [-0.616, 1.410, 0.972], [0.040, -2.580, 1.018], [1.172, -1.782, 2.231], [-0.315, 0.013, -2.625], [-1.171, -0.072, -0.610]], "atomic_forces_ev_per_a": [[-0.1, -0.7, 0.0], [0.8, 0.7, 0.2], [-0.4, 1.4, 0.6], [-1.2, 0.3, 0.0], [0.3, 0.6, -0.2], [-0.6, -1.0, -0.7], [-0.1, -0.9, 0.1], [-0.3, -0.4, 0.1], [0.4, 0.3, 0.3], [0.6, -0.4, -0.1], [0.3, 0.2, -0.1], [0.3, -0.1, -0.2]]}